68
Properties=species:S:1:pos:R:3:forces:R:3:nbo_charge:R:1 method="wB97M-V/def2-TZVPD" lumo_energy_ev=-0.514 smiles="CCCCN[PH2](CCC(F)=C(F)F)OC#N.CNC(C)=O.CNC(C)=O.CNC(C)=O" spin_multiplicity=1 e_homo_ev=-8.3 gap_ev=7.811 charge=0
C 0.00970 2.58548 1.47704 0.4511 -0.3699 -0.4308 -0.6112
C -0.33299 1.23242 0.84328 0.2047 0.0968 0.6559 -0.3972
C -1.50459 0.46543 1.50303 -0.3077 0.3951 -1.0432 -0.4109
C -2.36853 1.23905 2.48522 -0.0018 -0.9540 0.4533 -0.2284
N -1.69172 1.36515 3.79849 -0.9172 0.5820 0.1265 -0.9583
P -2.25025 0.13129 4.91601 1.0578 0.8212 -0.7923 1.3225
C -1.03154 0.55057 6.22727 -0.2437 0.1248 -0.0146 -0.7161
C 0.32027 1.08855 5.72379 -0.4958 -1.2226 0.8762 -0.4612
C 1.08579 0.27640 4.75281 0.9438 -0.9180 0.8629 0.2008
F 0.48834 -0.36435 3.71202 -0.0080 1.5323 -0.9349 -0.3177
C 2.46361 0.21450 4.77002 -1.1108 0.4695 -0.5602 0.7029
F 3.19383 0.87528 3.87364 0.4060 -1.5683 -0.6829 -0.2976
F 3.19681 -0.52228 5.57375 0.3893 1.3448 0.8769 -0.2768
O -2.89464 -1.25667 6.00382 -0.3344 -0.0699 -0.2409 -0.7554
C -2.60280 -2.40833 5.55442 -0.0073 0.3982 0.8379 0.5397
N -2.27114 -3.45366 5.20140 0.0833 -0.6215 -0.4680 -0.4839
H 0.44242 2.41927 2.46169 -0.2136 0.2869 0.2077 0.2009
H -0.83136 3.27480 1.50640 -0.0930 -0.0058 0.2279 0.1903
H 0.77421 3.06752 0.86555 0.0581 0.0500 0.0072 0.2072
H 0.54918 0.59746 0.93050 0.1088 0.0262 -0.1438 0.2020
H -0.49023 1.34920 -0.22304 -0.2051 -0.0089 -0.0413 0.2293
H -2.16263 0.15300 0.68711 -0.0551 -0.1299 0.0165 0.2102
H -1.15167 -0.45699 1.95770 0.0159 0.0283 0.1780 0.2069
H -3.29944 0.65838 2.61555 -0.0872 0.0673 -0.0827 0.1643
H -2.70363 2.20464 2.11658 0.2558 0.1395 -0.0792 0.2048
H -1.98441 2.26373 4.17807 0.3156 0.0901 0.0907 0.3606
H -1.89971 -0.85990 3.99863 -0.2208 -0.1813 0.1562 -0.0006
H -3.57192 0.59731 4.93427 -0.0316 -0.2691 0.3467 -0.0185
H -1.48096 1.32248 6.85847 -0.1760 0.0033 -0.0526 0.2482
H -0.93305 -0.31815 6.87015 0.1851 -0.1087 -0.0649 0.2601
H 0.97351 1.17005 6.60179 0.0688 0.0775 -0.0064 0.2438
H 0.20874 2.10658 5.35132 0.0318 -0.0189 -0.2101 0.2364
C -1.53708 -0.88067 -3.65040 0.0664 -0.0312 0.1156 -0.7217
C -1.18904 -1.23617 -2.22725 0.0952 0.0353 -0.0347 0.6835
O -0.39436 -0.57749 -1.57364 -0.0118 -0.1075 0.0381 -0.6475
N -1.79085 -2.32751 -1.67947 -0.0072 0.0714 -0.1368 -0.6204
C -2.75114 -3.22422 -2.29334 0.1511 -0.0178 0.3720 -0.4100
H -0.98262 0.00429 -3.93773 -0.0089 0.0291 0.0445 0.2634
H -1.26830 -1.69530 -4.32478 -0.1104 -0.0108 -0.0309 0.2222
H -2.60153 -0.66424 -3.74511 -0.0072 -0.0581 -0.1055 0.2280
H -1.51248 -2.50667 -0.72749 -0.0159 -0.0171 0.0094 0.3977
H -3.67952 -3.21984 -1.71938 -0.0724 -0.0418 -0.1128 0.1959
H -2.35498 -4.24126 -2.29930 -0.0823 -0.0333 -0.1093 0.1959
H -2.96624 -2.92417 -3.31284 0.0249 0.0373 -0.0063 0.2143
C -0.42024 1.01706 -7.91479 -0.0525 -0.0109 0.0174 -0.7210
C -0.40128 1.52326 -6.49140 -0.0247 0.0322 0.1149 0.6777
O -1.39290 1.49059 -5.77926 -0.0590 0.0005 -0.1045 -0.6408
N 0.76948 2.01945 -6.01723 -0.0375 -0.0255 -0.1890 -0.6114
C 2.04260 2.13606 -6.70304 -0.0686 0.0776 0.3919 -0.4121
H -1.41854 0.65523 -8.13953 -0.0317 0.0205 0.0744 0.2430
H -0.17338 1.81871 -8.61162 0.0849 -0.0575 -0.0391 0.2254
H 0.28662 0.19609 -8.03998 0.0542 0.0568 -0.0729 0.2271
H 0.71384 2.33669 -5.06197 0.0306 -0.0331 0.0193 0.4044
H 2.80210 1.56711 -6.16486 0.0650 -0.0215 -0.1092 0.2072
H 2.35036 3.18269 -6.73168 0.0702 -0.0200 -0.1166 0.1954
H 1.97502 1.76135 -7.71837 -0.0351 -0.0106 -0.0059 0.2086
C 2.48980 -2.66069 -0.83710 -0.0098 -0.0109 0.0061 -0.7205
C 3.16461 -1.41820 -1.36571 -0.0696 0.1030 -0.1104 0.6847
O 3.15314 -1.12754 -2.54978 0.0474 -0.0499 -0.0220 -0.6330
N 3.79751 -0.61695 -0.46512 -0.0763 -0.2194 0.0693 -0.6186
C 3.93364 -0.78831 0.97130 0.1256 0.3590 -0.3667 -0.4124
H 2.03443 -3.18634 -1.67023 0.0122 0.0598 -0.0607 0.2415
H 3.21603 -3.32033 -0.35947 -0.0506 0.0061 0.0859 0.2198
H 1.70946 -2.39580 -0.12243 0.0376 -0.0239 0.0481 0.2332
H 4.21729 0.19673 -0.88491 -0.0039 0.0186 0.0128 0.3969
H 3.48765 0.06710 1.47978 -0.0208 -0.0920 0.1435 0.2009
H 4.99389 -0.83291 1.22815 -0.0432 -0.0790 0.1676 0.1938
H 3.44783 -1.69600 1.31323 -0.0327 -0.0229 -0.0692 0.2121